{"formula": "F6H24O12P", "method": "ωB97M-V/def2-TZVPD", "e_above_lowest_kj_mol": 56.6, "lumo_ev": 2.52, "total_charge": -1, "homo_lumo_gap_ev": 10.48, "elements": ["P", "F", "F", "F", "F", "F", "F", "O", "H", "H", "O", "H", "H", "O", "H", "H", "O", "H", "H", "O", "H", "H", "O", "H", "H", "O", "H", "H", "O", "H", "H", "O", "H", "H", "O", "H", "H", "O", "H", "H", "O", "H", "H"], "positions_angstrom": [[0.7353, 0.1337, -0.2215], [1.5189, -1.2607, 0.0960], [-0.0743, -0.6326, -1.3814], [-0.3968, -0.2395, 0.8549], [-0.0289, 1.5124, -0.5531], [1.6039, 0.8392, 0.9845], [1.9242, 0.5459, -1.2415], [0.1292, -1.3380, -4.7133], [0.8430, -0.8128, -4.3186], [-0.6405, -1.1534, -4.1656], [3.1239, 2.9502, 2.1420], [3.1250, 2.5883, 3.0329], [2.8156, 2.2176, 1.5874], [-3.0568, 1.7701, 2.1718], [-2.9301, 1.1848, 2.9246], [-2.1760, 2.1401, 1.9944], [-3.6797, -0.7937, 1.0774], [-3.2473, 0.0292, 0.8097], [-4.6069, -0.5561, 1.1665], [-0.5729, -4.1400, 0.2045], [-0.1094, -4.7512, 0.7869], [-0.0371, -4.0962, -0.5982], [-2.9886, -3.2954, -1.0377], [-2.2297, -3.8049, -0.7031], [-2.8246, -2.3897, -0.7539], [0.3625, 3.0203, -3.0480], [0.3451, 2.1714, -2.5877], [-0.4412, 3.0269, -3.5764], [2.7165, -0.6919, -3.5921], [3.6750, -0.6331, -3.6027], [2.4769, -0.6776, -2.6525], [0.2247, 4.8289, -0.2479], [0.1831, 4.0572, -0.8277], [-0.2689, 4.5708, 0.5393], [3.4495, -1.8662, 2.5361], [4.1697, -2.4648, 2.3188], [3.0832, -1.6028, 1.6802], [-2.0550, -2.9068, 2.3203], [-2.7977, -2.3852, 1.9855], [-1.3641, -2.7499, 1.6674], [-0.2892, 2.7908, 2.2031], [0.0831, 2.6872, 3.0834], [0.2274, 2.1774, 1.6553]], "atomic_forces_ev_per_a": [[0.288, -1.086, 0.437], [0.104, 0.057, 0.076], [0.018, 0.294, -0.246], [-0.072, 0.028, -0.018], [0.097, 0.183, 0.088], [-0.305, 0.244, -0.087], [-0.205, 0.038, -0.167], [-0.086, 0.233, 0.047], [0.028, -0.272, -0.154], [0.047, -0.057, 0.038], [0.013, -0.127, 0.025], [0.057, -0.048, -0.035], [0.042, 0.208, 0.073], [-0.047, 0.161, -0.154], [0.082, -0.069, -0.090], [0.074, 0.010, 0.206], [-0.106, -0.174, -0.324], [0.072, 0.053, 0.363], [0.011, 0.000, -0.020], [0.327, -0.184, -0.325], [-0.120, 0.045, 0.041], [0.066, 0.150, 0.146], [0.177, -0.235, -0.193], [-0.416, 0.325, 0.109], [-0.037, -0.033, 0.145], [-0.067, -0.037, 0.023], [0.078, 0.061, 0.026], [0.018, 0.006, 0.027], [0.026, -0.186, 0.198], [-0.027, 0.066, -0.053], [0.043, 0.171, -0.180], [-0.195, 0.015, -0.025], [0.065, 0.090, -0.079], [0.181, -0.123, 0.026], [0.073, -0.012, -0.139], [-0.015, 0.024, -0.003], [-0.159, 0.032, 0.109], [-0.111, 0.026, 0.162], [0.106, 0.078, 0.015], [0.025, -0.048, -0.016], [-0.146, -0.198, -0.144], [0.032, 0.084, -0.010], [-0.036, 0.207, 0.080]]}


{"formula": "F6H26O13P", "method": "ωB97M-V/def2-TZVPD", "e_above_lowest_kj_mol": 308.7, "lumo_ev": 1.86, "total_charge": -1, "homo_lumo_gap_ev": 10.56, "elements": ["P", "F", "F", "F", "F", "F", "F", "O", "H", "H", "O", "H", "H", "O", "H", "H", "O", "H", "H", "O", "H", "H", "O", "H", "H", "O", "H", "H", "O", "H", "H", "O", "H", "H", "O", "H", "H", "O", "H", "H", "O", "H", "H", "O", "H", "H"], "positions_angstrom": [[-3.9520, 3.0484, 26.0399], [-3.5598, 3.7129, 24.5821], [-3.9935, 4.4924, 26.9202], [-5.5196, 3.0856, 25.5775], [-4.2650, 2.2390, 27.4346], [-3.9682, 1.5777, 25.3512], [-2.3047, 3.1264, 26.0780], [-6.5239, 3.2411, 31.2204], [-7.4104, 2.8803, 31.2327], [-6.1368, 2.8991, 30.4145], [-9.7831, 4.7500, 27.7615], [-9.3869, 3.9230, 27.4872], [-10.6436, 4.7546, 27.3424], [-2.1238, 8.5990, 30.2541], [-3.0351, 8.4350, 30.0114], [-1.9933, 8.0903, 31.0543], [0.1490, 1.2396, 29.0694], [-0.5754, 1.1743, 29.6917], [-0.2737, 1.3932, 28.2244], [-0.9643, -0.5171, 22.7565], [-0.6713, -0.8881, 23.5888], [-1.6014, 0.1532, 23.0036], [-6.0416, 1.8197, 20.8475], [-6.6748, 2.4513, 21.1887], [-5.3166, 2.3561, 20.5268], [-4.9468, 7.2997, 20.8199], [-5.6976, 6.8606, 21.2196], [-5.1289, 7.2789, 19.8804], [-6.3169, -2.4318, 25.7486], [-6.8128, -2.2947, 24.9414], [-5.5890, -1.8129, 25.6912], [2.7202, 5.6930, 29.0845], [2.4561, 6.5252, 28.6922], [2.0266, 5.0808, 28.8384], [-8.3260, 5.5044, 22.5113], [-9.2799, 5.5725, 22.5508], [-8.0813, 5.0809, 23.3341], [-5.6190, 8.8608, 27.6255], [-6.2760, 8.3117, 27.1975], [-4.8190, 8.7157, 27.1204], [-2.3740, 8.3395, 24.7182], [-3.0482, 8.3084, 24.0395], [-2.4757, 7.5161, 25.1955], [-8.4727, -0.5976, 28.9066], [-7.5737, -0.7987, 28.6466], [-9.0159, -1.1172, 28.3140]], "atomic_forces_ev_per_a": [[0.720, 0.382, -1.431], [-1.947, 0.919, -0.336], [-0.456, -1.630, -1.549], [0.085, 1.139, 1.240], [0.577, 1.062, -0.348], [1.126, -0.449, -0.215], [-0.139, -1.481, 2.648], [0.062, 0.111, 0.285], [-0.219, -0.075, -0.018], [0.186, -0.034, -0.306], [-0.015, 0.209, 0.098], [0.248, -0.234, -0.031], [-0.214, 0.022, -0.070], [0.210, 0.201, -0.036], [-0.289, -0.051, -0.153], [0.054, -0.152, 0.164], [0.333, -0.092, 0.121], [-0.198, 0.025, 0.120], [-0.185, 0.127, -0.292], [0.136, -0.175, -0.276], [0.056, -0.049, 0.204], [-0.231, 0.268, 0.104], [-0.122, -0.279, -0.180], [-0.128, 0.169, 0.182], [0.244, 0.111, 0.016], [0.201, 0.156, 0.045], [-0.243, -0.171, 0.217], [-0.007, 0.006, -0.215], [-0.149, -0.244, 0.236], [-0.096, 0.062, -0.202], [0.245, 0.265, 0.001], [0.264, 0.000, 0.144], [-0.081, 0.210, -0.090], [-0.202, -0.226, -0.049], [0.113, 0.071, -0.278], [-0.218, 0.049, -0.023], [0.221, -0.135, 0.292], [-0.055, 0.242, 0.215], [-0.157, -0.212, -0.046], [0.279, -0.041, -0.157], [0.080, 0.330, 0.125], [-0.143, -0.057, -0.243], [0.030, -0.359, 0.122], [-0.177, 0.155, 0.253], [0.290, -0.024, -0.128], [-0.089, -0.122, -0.158]]}


{"formula": "F6KN3O12S6", "method": "ωB97M-V/def2-TZVPD", "e_above_lowest_kj_mol": 113.0, "lumo_ev": 4.48, "total_charge": -2, "homo_lumo_gap_ev": 9.51, "elements": ["K", "N", "S", "O", "O", "F", "S", "O", "O", "F", "N", "S", "O", "O", "F", "S", "O", "O", "F", "N", "S", "O", "O", "F", "S", "O", "O", "F"], "positions_angstrom": [[-15.3543, 14.4263, 9.6677], [-17.5073, 13.3225, 11.0442], [-18.1281, 14.3834, 12.0455], [-17.1517, 15.0908, 12.8212], [-19.3261, 14.0285, 12.7222], [-18.5938, 15.4955, 10.9963], [-17.3399, 11.9811, 12.0200], [-18.5529, 11.2764, 12.2166], [-16.3624, 12.0770, 13.0313], [-16.6055, 11.1521, 10.8720], [-16.3230, 13.6060, 7.2827], [-16.9501, 14.4989, 6.0240], [-18.0208, 13.9828, 5.2438], [-15.9724, 15.3135, 5.3801], [-17.6587, 15.5464, 7.0026], [-15.2577, 12.7842, 6.4264], [-13.9977, 13.3477, 6.1483], [-15.8885, 11.9591, 5.4485], [-14.8855, 11.6882, 7.5405], [-13.9119, 15.9512, 11.4573], [-13.0457, 14.8226, 12.3879], [-13.3571, 15.0308, 13.7358], [-11.7392, 14.4642, 11.9899], [-13.9380, 13.5569, 12.0302], [-12.7965, 17.0786, 11.2638], [-11.7737, 16.8013, 10.3020], [-12.4199, 17.7873, 12.4454], [-13.7321, 18.1262, 10.4813]], "atomic_forces_ev_per_a": [[-0.031, 0.025, 0.216], [-0.376, -1.100, 1.910], [0.286, 2.691, 0.531], [0.074, -0.249, -0.285], [-0.576, -0.555, 0.007], [0.124, -0.456, -0.373], [0.377, -0.425, -3.198], [-0.361, -0.186, 0.441], [0.265, 0.263, 0.909], [0.041, -0.059, 0.094], [-0.107, 0.783, -2.647], [-1.171, 2.237, 1.794], [0.125, -0.549, 0.325], [0.298, -0.321, -0.387], [-0.198, -0.220, -0.005], [0.273, -3.825, 1.161], [0.887, 1.053, -0.128], [-0.022, 0.298, -0.833], [-0.117, 0.481, 0.446], [2.656, -1.437, 0.843], [-2.900, 0.101, -0.593], [0.227, 0.274, 1.833], [0.716, 0.030, -0.515], [-0.008, 0.026, -0.636], [-0.392, 1.853, -1.491], [-0.073, -0.166, 0.111], [0.044, -0.232, 0.247], [-0.060, -0.334, 0.225]]}


{"formula": "F6N3O9PRb", "method": "ωB97M-V/def2-TZVPD", "e_above_lowest_kj_mol": 118.1, "lumo_ev": 6.17, "total_charge": -3, "homo_lumo_gap_ev": 5.71, "elements": ["Rb", "P", "F", "F", "F", "F", "F", "F", "N", "O", "O", "O", "N", "O", "O", "O", "N", "O", "O", "O"], "positions_angstrom": [[1.0621, -0.6015, 0.7421], [-2.6498, -1.5510, -1.1116], [-1.8339, -1.5821, -2.5400], [-3.0843, -3.1216, -1.2020], [-1.1904, -2.0582, -0.3806], [-3.4040, -1.5614, 0.3249], [-2.3260, 0.0702, -0.9407], [-4.1445, -1.2549, -1.7738], [2.9875, -0.5542, -2.1794], [3.9352, -0.8563, -1.4395], [3.2580, 0.1225, -3.2083], [1.8939, -0.9328, -1.9111], [2.0595, 2.6871, -0.0233], [2.6260, 2.3252, 1.0118], [1.0260, 2.1464, -0.4173], [2.2862, 3.6677, -0.6068], [-0.6408, 0.7766, 3.9314], [0.2693, 0.9716, 3.1575], [-1.3185, -0.2847, 3.7546], [-0.8114, 1.5913, 4.8121]], "atomic_forces_ev_per_a": [[-0.250, 0.706, -0.033], [0.242, -0.023, 0.817], [-1.389, 0.016, 0.946], [0.785, -0.433, -0.753], [-1.489, 0.991, -0.464], [0.666, 0.535, 0.304], [-0.185, -2.025, -0.281], [1.126, 0.687, -0.642], [3.425, 1.272, -1.562], [1.193, -0.456, 1.206], [-0.672, -0.165, -0.095], [-3.665, -0.920, 0.229], [-3.426, -2.077, 1.831], [1.364, -0.797, 0.695], [-1.833, -3.483, 0.151], [4.060, 6.369, -2.651], [-0.084, -2.093, -1.334], [2.231, 0.329, -1.917], [-0.510, 0.618, 1.148], [-1.589, 0.950, 2.407]]}


{"formula": "F8H2N4Na2O17S8", "method": "ωB97M-V/def2-TZVPD", "e_above_lowest_kj_mol": 176.0, "lumo_ev": 2.62, "total_charge": -2, "homo_lumo_gap_ev": 7.68, "elements": ["Na", "Na", "N", "S", "O", "O", "F", "S", "O", "O", "F", "N", "S", "O", "O", "F", "S", "O", "O", "F", "N", "S", "O", "O", "F", "S", "O", "O", "F", "N", "S", "O", "O", "F", "S", "O", "O", "F", "O", "H", "H"], "positions_angstrom": [[0.2040, 0.6706, -0.4663], [-1.1006, 1.7092, -2.9150], [2.7712, 3.2294, 2.1012], [1.7115, 2.1457, 2.8398], [2.2163, 1.2905, 3.8728], [0.7534, 1.6243, 1.9002], [0.8945, 3.2203, 3.6603], [3.7878, 2.2518, 1.5626], [3.2181, 1.4307, 0.5096], [4.8168, 1.6635, 2.3786], [4.6079, 3.3061, 0.6243], [0.4874, -0.1256, -2.6795], [-0.1939, -1.5741, -3.3428], [0.2328, -2.7747, -2.6602], [-0.6056, -1.5999, -4.7294], [-1.6102, -1.3561, -2.6377], [1.8442, -0.2789, -3.4226], [1.7055, 0.2106, -4.7798], [2.6542, -1.4204, -3.1046], [2.6584, 0.9601, -2.7673], [-1.8215, 1.9888, -0.6493], [-3.4159, 1.3860, -0.2408], [-4.5218, 2.1172, -0.7425], [-3.5581, 0.6313, 0.9611], [-3.1497, 0.2333, -1.3116], [-1.8447, 3.2170, 0.2437], [-1.9676, 3.0769, 1.6779], [-2.4236, 4.4308, -0.2892], [-0.2801, 3.5316, 0.1186], [-1.4441, -4.0437, 0.5819], [-0.9129, -4.1116, 2.1326], [-1.9445, -4.1800, 3.1141], [0.2848, -3.3627, 2.4159], [-0.3875, -5.6341, 2.0784], [-2.1164, -2.6286, 0.6520], [-1.2303, -1.5484, 0.2704], [-3.2128, -2.3533, 1.5671], [-3.0176, -2.8269, -0.6741], [2.0452, -1.3572, 0.3565], [1.2208, -1.7500, 0.6851], [2.6447, -1.3997, 1.1078]], "atomic_forces_ev_per_a": [[0.710, -0.669, 1.456], [-0.158, -0.221, -0.071], [-2.799, -0.510, 3.336], [-1.694, 1.268, 0.217], [0.272, 0.341, -0.862], [0.605, 0.059, 0.457], [0.138, 0.144, -0.293], [3.857, -1.710, -5.050], [0.350, -0.366, 0.948], [-0.785, 0.595, 0.042], [-0.040, 0.066, 0.868], [-1.986, -2.386, -0.771], [-3.868, -2.608, 2.445], [0.358, 1.745, -1.500], [1.461, 0.667, 1.092], [0.325, 0.779, -0.234], [5.261, 2.920, -1.627], [0.281, -0.937, 0.560], [-1.058, 0.841, -0.606], [-0.883, -0.721, 0.219], [-3.239, -2.192, -0.085], [0.576, -4.344, -0.902], [0.360, 0.918, -0.217], [0.597, 1.422, -0.394], [-0.595, 0.183, -0.367], [2.938, 6.794, 4.230], [-0.802, -0.905, -1.602], [-0.222, -1.247, -0.467], [0.232, -0.169, -0.647], [0.679, 0.320, 2.829], [1.427, -2.492, 0.495], [0.229, 0.112, 0.055], [-0.808, -0.122, -0.397], [-0.067, 0.462, -0.274], [-3.971, 2.540, -2.922], [0.002, -0.229, 0.628], [2.159, -0.326, -0.254], [0.618, -0.059, -0.226], [-0.631, -0.016, -0.106], [0.186, -0.190, 0.005], [-0.018, 0.242, -0.010]]}


{"formula": "F8LiN4O16S8", "method": "ωB97M-V/def2-TZVPD", "e_above_lowest_kj_mol": 687.4, "lumo_ev": 3.54, "total_charge": -3, "homo_lumo_gap_ev": 7.45, "elements": ["Li", "N", "S", "O", "O", "F", "S", "O", "O", "F", "N", "S", "O", "O", "F", "S", "O", "O", "F", "N", "S", "O", "O", "F", "S", "O", "O", "F", "N", "S", "O", "O", "F", "S", "O", "O", "F"], "positions_angstrom": [[-0.6773, -0.5049, -0.0807], [-0.2722, -1.7185, -3.6619], [-1.4258, -1.3659, -4.6038], [-1.7024, -2.4435, -5.5449], [-1.6135, 0.0862, -4.9555], [-2.5257, -1.5977, -3.4523], [0.9714, -1.5531, -4.6679], [1.1232, -0.1930, -5.0715], [1.3733, -2.6709, -5.5592], [1.9926, -1.6009, -3.3868], [-3.7951, 1.0057, 1.7472], [-4.9294, 2.2474, 1.2644], [-4.9162, 3.4650, 2.1245], [-6.0956, 2.0371, 0.4665], [-3.9927, 2.8186, 0.0321], [-4.9689, 0.0961, 2.3255], [-5.1794, -1.2042, 1.6399], [-6.1676, 0.5262, 3.0973], [-3.9984, -0.4519, 3.5007], [2.6328, -5.8391, 0.6021], [2.3708, -5.0683, 2.1814], [2.1836, -3.5799, 2.1432], [2.7348, -5.7123, 3.4498], [0.7574, -5.2455, 2.1290], [4.2058, -5.9356, 1.0146], [4.5240, -7.1670, 1.8169], [4.8980, -4.7013, 1.3108], [4.7702, -6.4649, -0.4066], [1.4235, 5.7300, 2.1088], [2.5021, 4.8482, 1.1345], [3.7354, 5.4414, 0.5930], [1.8848, 3.7368, 0.4642], [2.9988, 4.1428, 2.5828], [1.4881, 6.8579, 1.0757], [1.0188, 6.4662, -0.2758], [2.4909, 7.9087, 1.2873], [0.1801, 7.6041, 1.5748]], "atomic_forces_ev_per_a": [[-0.053, 0.017, -0.191], [1.962, -0.283, -0.760], [-5.362, 2.177, -1.146], [0.115, 1.875, 0.282], [0.381, -4.304, 0.572], [-0.396, 0.251, -0.238], [4.246, -1.357, 1.348], [0.148, -0.408, -1.050], [-1.285, 2.661, 2.250], [0.147, -0.564, -1.072], [-4.589, 2.739, -1.181], [3.302, 6.653, -1.561], [-0.197, -3.680, -0.970], [-0.464, -1.639, 1.039], [0.283, -0.761, 0.881], [-1.074, -7.179, 3.301], [0.241, 2.975, 0.084], [2.723, 0.674, -2.114], [-0.144, 0.117, 0.488], [1.769, 1.814, 4.268], [-5.886, 3.827, 0.928], [2.712, -2.786, -0.078], [0.027, 0.930, -2.680], [0.002, -1.830, -0.097], [2.789, -5.294, -0.708], [-0.560, 3.322, -1.446], [-0.579, -0.934, -0.266], [-0.300, 0.940, 0.092], [2.411, -1.580, -2.048], [2.141, -4.250, 3.409], [-2.555, -0.867, 0.975], [0.446, 1.015, 0.042], [0.541, -0.037, -1.540], [-3.187, 6.219, -2.105], [1.965, 0.666, 1.731], [-1.120, -1.735, -0.875], [-0.600, 0.615, 0.435]]}


{"formula": "FFeH6O3", "method": "ωB97M-V/def2-TZVPD", "e_above_lowest_kj_mol": 471.7, "lumo_ev": [-7.03, -9.29], "total_charge": 1, "s_squared": 6.12, "homo_lumo_gap_ev": [7.98, 4.62], "multiplicity": 5, "elements": ["Fe", "F", "O", "H", "H", "O", "H", "H", "O", "H", "H"], "positions_angstrom": [[-16.6981, -32.2175, 1.4467], [-16.2306, -31.0652, 2.3341], [-15.1993, -30.9590, 4.0845], [-15.6617, -30.8756, 3.2506], [-15.1921, -31.8996, 4.2619], [-14.4024, -30.0417, 2.2291], [-15.1971, -30.5657, 2.3299], [-13.6906, -30.6817, 2.2353], [-17.3052, -29.2996, 2.6562], [-16.6980, -29.9788, 2.3627], [-17.8726, -29.7415, 3.2878]], "atomic_forces_ev_per_a": [[-4.323, -10.338, -8.364], [-2.340, -0.071, 0.136], [2.154, 0.192, 4.356], [0.412, -0.050, 6.214], [0.406, -0.573, 0.651], [2.987, 1.827, -0.821], [3.973, 2.076, -2.720], [0.971, -0.063, -0.025], [-1.237, 2.148, 0.017], [-2.655, 4.579, 0.194], [-0.350, 0.273, 0.363]]}


{"formula": "FH2N", "method": "ωB97M-V/def2-TZVPD", "e_above_lowest_kj_mol": 118.6, "lumo_ev": -1.31, "total_charge": 0, "homo_lumo_gap_ev": 10.31, "elements": ["N", "F", "H", "H"], "positions_angstrom": [[-0.2399, -0.4839, -0.0842], [-1.9588, 0.0021, 0.1051], [0.2211, 0.0333, -0.9474], [0.1172, -0.0968, 0.8455]], "atomic_forces_ev_per_a": [[-1.836, 1.123, 0.181], [4.634, -0.655, -0.747], [-1.925, -0.400, 2.325], [-0.873, -0.067, -1.760]]}